Molecular formula: C13H16Si
Method: DFT, ωB97M-V/def2-TZVPD

The net charge is 0. For the gap between HOMO and LUMO, the calculation gives 6.901 eV. The calculation puts the HOMO energy at -6.82 eV. The value obtained for the total energy is -794.31818 a.u. For the energy relative to the best compared isomer or geometry (same formula, charge and spin), the calculation gives 452.18 kJ/mol. For the molar mass, the calculation gives 200.4 g mol⁻¹.

```
30
Properties=species:S:1:pos:R:3:nbo_charge:R:1
C 4.298 1.014 -0.486 -0.233
C 4.238 1.325 0.906 -0.224
C 3.200 0.581 -1.136 -0.168
C 3.095 1.154 1.596 -0.172
C 1.929 0.406 -0.479 -0.078
C 1.900 0.629 0.982 -0.122
C 0.823 0.133 -1.221 -0.165
C -0.545 -0.001 -0.672 -0.463
C -0.383 -0.356 0.852 -0.452
C -3.334 -2.070 -1.702 -0.807
C -3.748 -0.658 -2.183 -0.808
C 0.791 0.312 1.685 0.108
C 0.515 0.440 3.138 -0.651
Si -1.906 -1.006 -2.299 1.126
H 5.235 1.144 -1.009 0.211
H 5.126 1.699 1.396 0.210
H 3.243 0.372 -2.197 0.205
H 3.060 1.394 2.649 0.203
H 0.940 0.085 -2.298 0.192
H -1.038 0.979 -0.747 0.212
H -1.322 -0.140 1.363 0.208
H -0.218 -1.440 0.939 0.210
H -3.467 -2.263 -0.647 0.238
H -3.693 -2.898 -2.300 0.234
H -4.360 -0.633 -3.076 0.236
H -4.146 -0.001 -1.421 0.237
H -0.215 1.235 3.310 0.224
H 1.411 0.667 3.708 0.218
H 0.084 -0.486 3.520 0.221
H -1.166 -1.156 -3.535 -0.153
```